[1]
Here is an isolated ion of composition C10H8ClO4S and charge -1 from OMol25. Energies are from ωB97M-V/def2-TZVPD.

Last column: Mulliken charge in e.
CARTESIAN COORDINATES (ANGSTROEM)
C1 -2.77961 2.01947 1.23948  -1.2370
C2 -3.40549 1.05641 0.23822  -0.3009
S1 -2.22909 0.11673 -0.79646  -0.1575
C3 -0.70007 1.10024 -0.93921  -0.7154
C4 0.46671 0.15234 -0.84170  0.5193
C5 0.57815 -0.95005 -1.55268  -0.4852
C6 1.77709 -1.81467 -1.33287  0.0512
O1 2.18197 -2.54035 -2.20807  -0.5266
C7 2.46409 -1.74823 0.01455  0.3381
C8 3.30755 -2.92464 0.54454  0.2493
O2 3.16904 -3.27635 1.72898  -0.6990
O3 4.06290 -3.39747 -0.29505  -0.6635
C9 2.32763 -0.61545 0.69707  0.4405
Cl1 3.08250 -0.32062 2.22717  -0.1789
C10 1.52531 0.50266 0.14892  0.1789
O4 1.69893 1.65893 0.47615  -0.6133
H1 -2.11712 2.74701 0.78522  0.4058
H2 -2.31242 1.50580 2.07135  0.3155
H3 -3.59739 2.59404 1.67980  0.3717
H4 -4.10005 1.58646 -0.40601  0.3101
H5 -3.94853 0.31064 0.80815  0.3167
H6 -0.61784 1.81246 -0.12761  0.2927
H7 -0.66234 1.63953 -1.88023  0.3567
H8 -0.17193 -1.21488 -2.27969  0.4306

Output
**SMILES**: CCSCC1=CC(=O)C(C(=O)[O-])=C(Cl)C1=O
**LUMO**: 2.044 eV
**Spin multiplicity**: 1
**Kohn-Sham gap**: 6.71 eV
**E**: -1545.23451 hartree
**HOMO**: -4.6638 eV
**Charge**: -1

---

[2]
Here is one molecule with the formula C10H8N2 from OMol25. Energies are from ωB97M-V/def2-TZVPD.

Last column: Mulliken charge in e.
CARTESIAN COORDINATES (ANGSTROEM)
C1 -1.51821 -1.69255 2.52729  -0.4263
C2 -0.46595 -2.28602 1.78802  -0.7072
C3 0.13094 -1.58340 0.76117  -0.1669
C4 -0.32248 -0.29131 0.42856  0.3419
C5 -1.35412 0.22429 1.13145  -0.2518
C6 -1.95215 -0.44223 2.18587  -0.8274
C7 0.40232 0.40371 -0.65690  0.0785
C8 1.79982 0.40139 -2.41660  -0.2462
C9 1.56726 1.83312 -2.61598  -0.6147
C10 0.68084 2.38330 -1.80090  -0.2993
H1 -1.99291 -2.23408 3.24815  0.4789
H2 -0.03898 -3.12387 1.99817  0.5878
H3 1.13151 -2.06890 0.20326  0.1446
H4 -1.54731 1.15911 0.90518  0.7094
H5 -2.77806 -0.05324 2.62243  0.4779
H6 2.45016 0.15368 -3.01056  0.6290
H7 2.01289 2.37002 -3.30012  0.5586
H8 0.39277 3.36167 -1.79336  0.5349
N1 1.31144 -0.22446 -1.43949  -0.5013
N2 0.09024 1.70977 -0.76565  -0.5004

Output
**SMILES**: c1ccc(-c2ncccn2)cc1
**LUMO**: 0.315 eV
**Spin multiplicity**: 1
**Kohn-Sham gap**: 9.22 eV
**E**: -495.27927 hartree
**HOMO**: -8.9021 eV

---

[3]
Here is one molecule with the formula C10H8N2O from OMol25. Energies are from ωB97M-V/def2-TZVPD.

Last column: Mulliken charge in e.
CARTESIAN COORDINATES (ANGSTROEM)
C1 0.81388 -1.39134 1.02898  -0.7645
C2 1.20117 -2.62744 0.70025  -0.3340
C3 0.20263 -2.41560 -1.42847  -0.3923
C4 -0.60273 -1.32812 -1.01539  0.7441
C5 -0.03158 -0.60472 0.21235  0.8980
C6 -1.71787 -0.92901 -1.68889  -0.6335
C7 -3.02025 0.64395 -0.35892  0.7060
C8 -0.57605 1.92150 -0.21249  -0.7844
C9 0.24812 1.95302 1.07372  -0.4024
C10 -0.11337 0.72398 0.39365  -0.1317
N1 0.95007 -3.10501 -0.61768  -0.6232
N2 -2.61437 -0.02630 -1.26222  -0.4047
O1 -3.53742 1.26324 0.49761  -0.4954
H1 1.20497 -0.85944 1.89087  0.3916
H2 1.81598 -3.03755 1.44522  0.3802
H3 0.10552 -2.68379 -2.46485  0.3770
H4 -2.09423 -1.36465 -2.51784  0.5797
H5 -1.55282 2.37044 -0.39073  0.2625
H6 0.01245 2.46519 -1.03632  0.1633
H7 1.34396 2.20972 1.09852  0.2304
H8 -0.31070 2.24313 1.93083  0.2333

Output
**LUMO (spin up / spin down)**: -0.666 / -0.666 eV
**Spin multiplicity**: 1
**Kohn-Sham gap (spin up / spin down)**: 7.19 / 7.19 eV
**E**: -570.46861 hartree
**HOMO (spin up / spin down)**: -7.8557 / -7.8562 eV

---

[4]
Here is C10H8N2O as an isolated structure from OMol25. Energies are from ωB97M-V/def2-TZVPD.

Last column: Mulliken charge in e.
CARTESIAN COORDINATES (ANGSTROEM)
C1 2.28802 -0.55600 -0.01707  0.1179
C2 0.93356 0.13874 -0.25497  0.6006
C3 1.18566 1.51656 -0.40187  -0.5707
C4 0.19915 2.66482 0.04486  -0.5953
C5 -1.08429 2.19973 0.07660  -0.5836
C6 -1.28430 0.74246 -0.07772  0.8266
C7 -2.66122 0.36943 0.02574  -0.3964
C8 -2.97793 -0.97596 0.23499  -0.6823
C9 -1.98043 -1.87678 -0.02859  -0.1346
C10 -0.32862 -0.30298 -0.02851  0.5232
H1 1.40994 -2.30912 0.23331  0.3918
H2 3.34070 -2.14919 0.33480  0.3833
H3 2.28508 1.52045 -0.65445  0.3455
H4 0.59255 3.72504 0.06220  0.3351
H5 -1.83567 3.04080 0.35438  0.1879
H6 -3.33994 1.17481 -0.01296  0.4450
H7 -3.94404 -1.58210 0.11348  0.2711
H8 -2.14072 -3.02059 -0.09800  0.3357
N1 2.24348 -1.88264 -0.30201  -0.5967
N2 -0.64259 -1.63127 0.01077  -0.5431
O1 3.33604 0.08464 0.53314  -0.6610

Output
**LUMO**: -0.372 eV
**Spin multiplicity**: 1
**Kohn-Sham gap**: 8.52 eV
**E**: -570.47644 hartree
**HOMO**: -8.8894 eV

---

Repeat the fourth record exactly.
Here is C10H8N2O as an isolated structure from OMol25. Energies are from ωB97M-V/def2-TZVPD.

Last column: Mulliken charge in e.
CARTESIAN COORDINATES (ANGSTROEM)
C1 2.28802 -0.55600 -0.01707  0.1179
C2 0.93356 0.13874 -0.25497  0.6006
C3 1.18566 1.51656 -0.40187  -0.5707
C4 0.19915 2.66482 0.04486  -0.5953
C5 -1.08429 2.19973 0.07660  -0.5836
C6 -1.28430 0.74246 -0.07772  0.8266
C7 -2.66122 0.36943 0.02574  -0.3964
C8 -2.97793 -0.97596 0.23499  -0.6823
C9 -1.98043 -1.87678 -0.02859  -0.1346
C10 -0.32862 -0.30298 -0.02851  0.5232
H1 1.40994 -2.30912 0.23331  0.3918
H2 3.34070 -2.14919 0.33480  0.3833
H3 2.28508 1.52045 -0.65445  0.3455
H4 0.59255 3.72504 0.06220  0.3351
H5 -1.83567 3.04080 0.35438  0.1879
H6 -3.33994 1.17481 -0.01296  0.4450
H7 -3.94404 -1.58210 0.11348  0.2711
H8 -2.14072 -3.02059 -0.09800  0.3357
N1 2.24348 -1.88264 -0.30201  -0.5967
N2 -0.64259 -1.63127 0.01077  -0.5431
O1 3.33604 0.08464 0.53314  -0.6610

Output
**LUMO**: -0.372 eV
**Spin multiplicity**: 1
**Kohn-Sham gap**: 8.52 eV
**E**: -570.47644 hartree
**HOMO**: -8.8894 eV

---

Question: spin multiplicity of number 2 (C10H8N2)?
Answer: 1

---

Question: Which of these has the lowest E?
Answer: C10H8ClO4S